(1)
{
  "formula": "C6H12",
  "method": "the ωB97M-V functional and the def2-TZVPD basis",
  "symbols": ["C", "C", "C", "C", "C", "C", "H", "H", "H", "H", "H", "H", "H", "H", "H", "H", "H", "H"],
  "coordinates": [[-0.972586, 1.458711, 0.400061], [0.009510, 0.328750, 0.126604], [1.433852, 0.733703, 0.492490], [-0.380168, -1.054466, 0.720778], [-0.161586, -1.703733, -0.663450], [-0.074447, -0.295339, -1.293730], [-0.724392, 2.346460, -0.195014], [-1.995727, 1.156865, 0.144986], [-0.960828, 1.747588, 1.458438], [1.760329, 1.595152, -0.103453], [2.139409, -0.086681, 0.310388], [1.506081, 1.007422, 1.552580], [0.249945, -1.420034, 1.540256], [-1.424793, -1.093329, 1.049094], [-0.970593, -2.343013, -1.028556], [0.776062, -2.263362, -0.732735], [-0.989947, -0.010907, -1.824879], [0.779877, -0.103788, -1.953858]],
  "atomic_forces_ev_per_a": [[-0.027, 0.032, 0.002], [0.004, 0.098, 0.062], [0.059, 0.000, 0.009], [-0.041, -0.052, 0.191], [0.022, -0.179, -0.091], [-0.003, 0.049, -0.188], [-0.024, -0.108, 0.079], [0.155, 0.045, 0.032], [0.014, -0.044, -0.131], [-0.055, -0.112, 0.076], [-0.115, 0.107, 0.011], [-0.032, -0.045, -0.141], [-0.100, 0.075, -0.137], [0.141, 0.032, -0.071], [0.149, 0.073, 0.057], [-0.130, 0.087, 0.017], [0.125, -0.036, 0.105], [-0.143, -0.022, 0.119]],
  "e_homo_ev": -10.39,
  "smiles": "CC1(C)CCC1"
}

***

(2)
{
  "formula": "C24H45NP2SiSr",
  "method": "the ωB97M-V functional and the def2-TZVPD basis",
  "symbols": ["P", "P", "C", "C", "H", "H", "H", "H", "C", "H", "H", "H", "C", "H", "H", "H", "C", "H", "H", "H", "C", "H", "H", "H", "Sr", "C", "C", "C", "C", "C", "C", "C", "C", "C", "H", "H", "H", "H", "H", "H", "H", "H", "H", "H", "H", "H", "H", "H", "H", "C", "Si", "C", "C", "N", "C", "C", "C", "C", "C", "C", "H", "H", "H", "H", "H", "H", "H", "H", "H", "H", "H", "H", "H", "H"],
  "coordinates": [[-3.554111, 1.881308, 2.317290], [-4.081353, -0.185517, -0.682378], [-5.035583, 1.779926, 1.244143], [-5.319142, 0.439252, 0.544123], [-5.037588, 2.619904, 0.537710], [-5.862336, 1.982804, 1.942950], [-5.571991, -0.349631, 1.269091], [-6.235634, 0.568431, -0.065034], [-4.469099, 1.022693, -1.969332], [-3.849356, 0.896883, -2.856439], [-4.317171, 2.044446, -1.602188], [-5.521233, 0.909962, -2.244470], [-4.906266, -1.728071, -1.149846], [-5.772401, -1.505820, -1.787110], [-5.250693, -2.262135, -0.254347], [-4.244835, -2.404571, -1.698297], [-3.607725, 3.562183, 2.941264], [-2.668074, 3.810770, 3.443014], [-4.443616, 3.643927, 3.648511], [-3.759840, 4.258696, 2.107269], [-4.142078, 0.783576, 3.638957], [-4.456217, -0.195259, 3.255583], [-5.004460, 1.273470, 4.104139], [-3.368416, 0.611996, 4.388522], [2.639886, -0.657698, 0.154231], [-2.278822, -0.649576, -0.806843], [-1.962737, 0.675121, -1.335326], [-1.861825, 1.792654, -0.379773], [-0.754708, 1.948595, 0.702497], [-1.332171, 1.695727, 2.088677], [-1.610893, 0.405704, 2.572703], [-2.149420, -0.673966, 1.699591], [-1.471931, -1.152278, 0.417619], [4.568171, -0.027969, 1.846248], [-2.419799, -1.467153, -1.532564], [-1.645629, 0.801225, -2.388824], [-2.819873, 1.760905, 0.212612], [-1.902248, 2.722521, -0.965166], [0.099753, 1.289896, 0.473123], [-0.329485, 2.973241, 0.671288], [-1.012001, 2.443278, 2.831636], [-1.364222, 0.171279, 3.628823], [-3.159183, -0.287640, 1.403530], [-2.374889, -1.525154, 2.356060], [-0.430214, -0.800699, 0.348136], [-1.443454, -2.259865, 0.383643], [5.093786, -0.988455, 1.934320], [3.981094, 0.145646, 2.763856], [5.321448, 0.771259, 1.773577], [3.318123, 1.575645, -1.979575], [4.628628, 0.271953, -2.309950], [5.158179, 0.107333, -4.084831], [6.046242, 0.707841, -1.188985], [3.932593, -1.212911, -1.720651], [4.363614, -2.498060, -1.486995], [3.471731, -3.354741, -0.768016], [3.972765, -4.445733, -0.068141], [5.323581, -4.795194, -0.215889], [6.188668, -3.994224, -0.983304], [5.705711, -2.892733, -1.685437], [3.572105, 2.408540, -2.647447], [3.323528, 1.992214, -0.957333], [2.301406, 1.250608, -2.246855], [5.671409, 1.013936, -4.441752], [5.849626, -0.740038, -4.212739], [4.288252, -0.072188, -4.734739], [5.718061, 0.886113, -0.156586], [6.789083, -0.099536, -1.170685], [6.501160, 1.624248, -1.591657], [2.389669, -3.131196, -0.805191], [3.258538, -4.985406, 0.563266], [5.723289, -5.668640, 0.302692], [7.246702, -4.251812, -1.034146], [6.355924, -2.261841, -2.301851]],
  "atomic_forces_ev_per_a": [[-1.170, 0.708, -2.302], [-0.911, -0.342, 0.019], [-1.529, 0.619, 0.451], [-0.534, 0.189, 0.629], [0.130, -0.229, 0.020], [-0.372, -0.035, -0.460], [0.284, 0.208, -0.111], [0.376, -0.097, 0.233], [-0.204, 0.031, -0.687], [-0.206, -0.084, 0.194], [0.108, -0.325, 0.024], [-0.221, 0.010, 0.105], [-0.911, -0.351, -0.391], [0.046, -0.241, 0.196], [0.062, 0.179, -0.152], [-0.068, 0.239, 0.038], [-0.887, 0.369, 0.729], [-0.212, -0.028, -0.012], [0.154, 0.477, -0.008], [0.051, -0.200, 0.161], [0.099, 0.062, 0.603], [0.161, 0.339, -0.034], [0.080, -0.091, -0.008], [-0.209, 0.073, -0.013], [0.380, 0.228, 0.530], [0.727, 0.968, -0.243], [3.064, -0.425, -1.705], [-0.686, 0.376, -0.782], [-0.946, 0.801, -0.424], [1.139, -2.683, 1.721], [4.535, -0.733, 0.647], [-0.075, 0.118, 1.861], [-0.871, -0.450, -0.183], [-0.765, 0.149, -0.262], [0.471, 0.529, -0.132], [-0.151, -0.158, 0.822], [0.590, 0.370, -0.420], [-0.016, -0.042, 0.161], [-0.434, 0.004, 0.346], [-0.367, -0.448, 0.000], [-0.178, -0.455, -0.100], [-0.454, 0.240, -0.808], [0.147, -0.063, 0.131], [0.107, 0.032, -0.159], [-0.502, 0.003, -0.171], [-0.022, 0.467, 0.213], [0.036, 0.049, 0.131], [0.329, -0.098, 0.160], [-0.281, -0.222, 0.079], [-0.260, 0.275, -0.328], [0.135, -2.101, 1.158], [0.012, 0.397, -0.556], [0.416, 0.448, -0.311], [-0.472, -0.011, -1.021], [-0.330, 1.772, 0.340], [0.430, 0.163, -0.186], [0.027, -0.129, -0.479], [-0.085, 0.037, 0.649], [-0.557, -0.127, -0.488], [0.194, -0.510, 0.508], [-0.230, 0.086, 0.161], [0.104, -0.191, -0.230], [0.136, 0.119, -0.006], [-0.117, -0.225, -0.003], [-0.225, 0.234, 0.144], [0.237, 0.032, 0.137], [0.010, -0.078, -0.436], [-0.031, 0.239, -0.039], [0.267, -0.106, 0.255], [0.494, -0.199, 0.103], [0.541, -0.216, -0.258], [-0.133, 0.315, -0.074], [-0.251, -0.009, -0.075], [-0.206, -0.251, 0.397]],
  "e_homo_ev": -5.06
}

***

(3)
{
  "formula": "C23H28N2O5",
  "method": "the ωB97M-V functional and the def2-TZVPD basis",
  "symbols": ["C", "C", "C", "O", "C", "C", "C", "O", "C", "O", "C", "C", "C", "C", "O", "N", "C", "C", "C", "N", "C", "C", "O", "C", "C", "C", "C", "C", "C", "C", "H", "H", "H", "H", "H", "H", "H", "H", "H", "H", "H", "H", "H", "H", "H", "H", "H", "H", "H", "H", "H", "H", "H", "H", "H", "H", "H", "H"],
  "coordinates": [[-3.039652, -3.399727, 1.898367], [-2.933279, -2.635385, 0.627793], [-3.930669, -2.226079, -0.191058], [-3.477194, -1.543689, -1.279573], [-2.135587, -1.501517, -1.165623], [-1.232370, -0.891166, -2.009101], [0.108818, -0.966699, -1.660149], [0.958421, -0.291175, -2.468239], [2.297043, -0.241989, -2.231503], [2.962745, 0.486845, -2.933838], [2.824439, -1.065521, -1.153562], [4.322666, -1.023298, -1.026186], [4.779192, 0.331441, -0.452376], [3.957590, 0.641882, 0.784373], [4.133062, 0.088245, 1.852623], [2.985149, 1.559412, 0.590731], [2.060254, 1.935969, 1.632791], [0.621623, 1.482352, 1.367040], [-0.021315, 2.265732, 0.224032], [-1.390825, 1.862141, -0.056071], [-1.862800, 2.502135, -1.277064], [-3.297303, 2.073781, -1.582774], [-4.165366, 2.380635, -0.516352], [-3.721221, 1.750215, 0.658482], [-2.304388, 2.186016, 1.029184], [2.002048, -1.757539, -0.319716], [2.575150, -2.584331, 0.789554], [0.568769, -1.682360, -0.527379], [-0.376627, -2.271678, 0.313806], [-1.721174, -2.172623, 0.006265], [-2.503329, -4.344254, 1.816373], [-4.080511, -3.605431, 2.131548], [-2.599033, -2.832792, 2.717333], [-4.994002, -2.349498, -0.120280], [-1.528399, -0.360626, -2.897612], [4.678076, -1.823536, -0.381858], [4.762849, -1.138862, -2.018708], [4.653954, 1.105659, -1.207824], [5.830664, 0.264460, -0.172599], [2.861276, 1.963109, -0.323804], [2.084221, 3.023443, 1.763711], [2.431989, 1.461241, 2.544427], [0.603176, 0.417919, 1.132233], [0.058580, 1.636740, 2.287349], [0.032449, 3.347240, 0.454802], [0.548255, 2.092165, -0.693461], [-1.211029, 2.205959, -2.101533], [-1.833728, 3.603078, -1.182394], [-3.677000, 2.613126, -2.452396], [-3.326024, 0.994033, -1.779489], [-4.424632, 2.031184, 1.444545], [-3.736830, 0.657866, 0.527819], [-2.001183, 1.650659, 1.929206], [-2.304961, 3.271033, 1.240256], [3.274753, -3.314435, 0.385521], [1.815060, -3.122790, 1.341637], [3.120123, -1.944184, 1.482555], [-0.081965, -2.794530, 1.208171]],
  "atomic_forces_ev_per_a": [[-0.004, 0.059, -0.115], [-0.516, 0.107, -0.238], [0.315, -0.413, 0.770], [-0.089, 0.314, -0.546], [0.970, -0.288, 0.575], [-0.048, -0.040, -0.047], [-0.535, -0.440, 0.568], [0.023, 0.172, -0.264], [0.251, 0.216, -0.145], [-0.214, -0.195, 0.175], [-0.099, -0.460, 0.165], [-0.098, 0.163, -0.048], [0.038, -0.147, 0.118], [0.291, 0.283, -0.485], [0.130, -0.323, 0.343], [-0.270, 0.386, -0.164], [-0.247, -0.142, 0.289], [0.141, 0.291, -0.125], [-0.015, -0.215, 0.207], [0.008, 0.105, -0.052], [-0.313, -0.101, -0.013], [0.309, 0.091, -0.214], [-0.129, 0.150, -0.038], [0.224, -0.012, 0.368], [-0.266, -0.151, -0.063], [0.406, 0.282, -0.415], [-0.028, 0.008, 0.095], [-0.221, 0.194, -0.347], [-0.133, 0.082, -0.134], [-0.136, 0.316, -0.547], [0.003, -0.092, 0.069], [-0.050, -0.063, 0.104], [-0.003, -0.014, 0.117], [-0.159, 0.015, -0.055], [-0.035, 0.109, -0.138], [-0.004, -0.016, -0.023], [0.042, -0.065, 0.079], [0.036, -0.014, 0.011], [-0.035, 0.085, 0.043], [0.181, -0.073, -0.002], [0.024, -0.068, 0.063], [-0.052, 0.179, -0.095], [-0.020, -0.054, 0.046], [-0.034, -0.026, 0.053], [0.016, -0.016, -0.061], [0.043, 0.068, -0.047], [0.018, 0.041, -0.050], [0.031, -0.040, -0.041], [0.066, -0.080, 0.000], [-0.012, 0.074, -0.027], [0.070, -0.070, -0.001], [-0.011, 0.029, 0.039], [-0.041, 0.052, 0.042], [0.021, -0.028, 0.033], [0.036, -0.053, 0.011], [-0.018, -0.068, 0.032], [0.044, -0.036, 0.051], [0.098, -0.065, 0.074]],
  "e_homo_ev": -8.40,
  "smiles": "Cc1coc2cc3oc(=O)c(CCC(=O)NCCCN4CCOCC4)c(C)c3cc12"
}

***

(4)
{
  "formula": "C16H22N6OS",
  "method": "the ωB97M-V functional and the def2-TZVPD basis",
  "symbols": ["C", "C", "N", "C", "N", "C", "S", "C", "C", "C", "O", "N", "C", "C", "C", "C", "C", "C", "N", "C", "N", "C", "C", "N", "H", "H", "H", "H", "H", "H", "H", "H", "H", "H", "H", "H", "H", "H", "H", "H", "H", "H", "H", "H", "H", "H"],
  "coordinates": [[-1.839924, -1.008458, 3.535326], [-1.665951, 0.092224, 2.491324], [-0.282964, 0.263363, 2.116401], [0.316531, -0.354906, 1.094485], [-0.431964, -1.054624, 0.226543], [0.252184, -1.588857, -0.763575], [-0.658897, -2.430972, -2.010619], [-2.370743, -1.930227, -1.568193], [-2.942396, -2.822643, -0.480462], [-2.428053, -0.455802, -1.158035], [-3.195875, -0.073844, -0.304333], [-1.631876, 0.356495, -1.910680], [-1.111699, 1.594259, -1.515029], [-1.733998, 2.399617, -0.567669], [-1.138227, 3.586484, -0.181861], [0.065228, 3.987768, -0.735640], [0.679142, 3.190588, -1.687395], [0.097166, 1.999995, -2.076007], [1.547944, -1.532196, -0.959928], [2.218320, -0.814962, -0.036845], [3.543506, -0.706321, -0.183476], [4.340761, 0.060724, 0.735964], [4.237360, -1.346112, -1.269992], [1.637186, -0.204507, 0.997320], [-1.287307, -0.772438, 4.443120], [-2.891502, -1.117486, 3.784366], [-1.474896, -1.955100, 3.144277], [-2.230448, -0.150593, 1.591312], [-2.027716, 1.045234, 2.886254], [0.343397, 0.700611, 2.774633], [-2.928493, -2.056622, -2.502094], [-2.333490, -2.733170, 0.415618], [-3.953686, -2.500868, -0.243612], [-2.957083, -3.858928, -0.808076], [-1.068729, -0.116647, -2.610033], [-2.666694, 2.084288, -0.131946], [-1.623434, 4.204508, 0.559265], [0.524037, 4.915684, -0.428590], [1.619338, 3.492990, -2.124945], [0.584778, 1.369585, -2.807661], [3.682523, 0.492953, 1.484329], [4.865574, 0.858079, 0.203300], [5.080064, -0.581786, 1.221704], [4.740904, -0.597664, -1.887595], [4.986504, -2.040074, -0.880044], [3.513597, -1.889633, -1.871215]],
  "atomic_forces_ev_per_a": [[0.017, 0.219, -0.179], [-0.243, -0.249, 0.106], [0.121, 0.191, 0.279], [0.310, 0.020, -0.281], [-0.118, -0.160, 0.384], [-0.029, 0.095, 0.231], [-0.216, -0.192, -0.288], [0.455, -0.314, 0.212], [-0.142, 0.101, -0.054], [-0.271, -0.106, -0.444], [-0.214, 0.097, 0.047], [0.064, 0.118, -0.547], [-0.029, 0.195, 0.144], [-0.155, -0.061, 0.081], [0.107, 0.047, -0.037], [0.062, 0.141, 0.071], [0.018, 0.014, -0.026], [-0.045, -0.055, -0.007], [0.100, -0.216, -0.397], [-0.599, 0.028, 0.227], [0.235, 0.016, -0.020], [0.042, 0.141, 0.198], [0.033, -0.143, -0.207], [0.237, 0.071, 0.146], [0.028, -0.023, 0.110], [-0.134, -0.054, 0.089], [0.029, -0.117, -0.028], [0.022, 0.149, 0.155], [-0.037, -0.040, -0.106], [0.019, -0.021, -0.131], [0.045, 0.065, 0.038], [-0.005, -0.025, 0.046], [-0.080, -0.031, 0.043], [0.001, -0.054, -0.025], [-0.148, 0.037, 0.248], [-0.050, -0.005, -0.010], [-0.050, 0.048, 0.059], [0.034, 0.077, 0.023], [0.068, 0.018, -0.038], [0.049, -0.076, -0.063], [0.177, 0.018, -0.013], [0.028, 0.000, 0.019], [0.022, 0.029, 0.006], [0.031, -0.021, -0.013], [0.025, 0.007, -0.027], [0.189, 0.021, -0.020]],
  "e_homo_ev": -8.38,
  "smiles": "CCNc1nc(S[C@@H](C)C(=O)Nc2ccccc2)nc(N(C)C)n1"
}

***

| no. | frontier orbital gap (eV) | DFT total energy (eV) |
| --- | --- | --- |
| 1 | 11.41 | -6416.1359 |
| 2 | 5.15 | -54390.9642 |
| 3 | 8.44 | -37524.0094 |
| 4 | 9.07 | -38774.5778 |